Record 1
# C3H9S2

A 2-piece molecular cluster, C3H9S2 overall (the ωB97M-V functional and the def2-TZVPD basis, the Open Molecules 2025 dataset).

Last column: natural (NBO) charge in e.
CARTESIAN COORDINATES (ANGSTROEM)
C -0.207268 -2.298070 -0.775025  -0.74
S 0.470199 -2.836272 0.812870  -0.57
H 0.303260 -2.857132 -1.575588  0.18
H -0.117981 -1.229078 -0.945675  0.17
H -1.217598 -2.664278 -1.009283  0.17
C -0.410383 1.991562 -0.251818  -0.63
C 0.664561 1.323756 0.636212  -0.52
S -0.024265 0.310960 2.005732  -0.25
H -1.363633 1.477215 -0.133182  0.22
H -0.548361 2.993170 0.166336  0.19
H -0.240848 2.066728 -1.324123  0.19
H 1.299065 2.103434 1.045675  0.19
H 1.174749 0.570838 0.041167  0.21
H 0.218508 -0.952834 1.306699  0.18

Force components x, y, z for each atom (eV/Å):
C -0.019 -1.424 -1.033
S -0.044 0.183 0.085
H 0.491 0.574 0.002
H -0.158 0.122 -0.121
H -0.306 0.566 0.670
C -0.469 0.268 0.995
C -0.870 -0.517 -0.570
S 0.118 0.167 -0.552
H 0.003 -0.109 0.014
H -0.258 0.117 -0.341
H 0.560 -0.022 -0.023
H 0.440 -0.236 -0.111
H 0.666 0.337 0.045
H -0.154 -0.027 0.940

max |F|: 1.76 eV/A
relative energy (zero: lowest compared OMol25 entry of this formula, charge and spin): 0.889 eV
electronic energy: -24927.8586 eV
charge: -1
frontier orbital gap: 0.237 Eh
E_LUMO: 3.674 eV
highest occupied orbital energy: -2.8 eV
multiplicity: 1

Record 2
# C3HAgO2

C3HAgO2 as an isolated structure (the ωB97M-V functional and the def2-TZVPD basis, the Open Molecules 2025 dataset).

Last column: natural (NBO) charge in e.
CARTESIAN COORDINATES (ANGSTROEM)
C -1.936812 -0.589890 -0.172403  -0.19
C -1.800464 0.719082 -0.335335  -0.04
O -0.499926 1.025858 0.124916  -0.56
C 0.244130 -0.210263 0.534079  0.26
O -0.554164 -1.191326 0.374644  -0.49
H -2.672072 -1.364075 -0.349502  0.21
Ag 2.340402 0.300983 -0.785356  0.80

Force components x, y, z for each atom (eV/Å):
C 0.749 -0.558 0.129
C 0.486 -0.180 0.603
O 1.650 -2.331 0.478
C -1.839 1.830 -2.363
O -0.033 1.377 -0.128
H 0.354 0.160 0.208
Ag -1.367 -0.297 1.071

max |F|: 3.51 eV/A
relative energy (zero: lowest compared OMol25 entry of this formula, charge and spin): 1.423 eV
electronic energy: -11214.7683 eV
frontier orbital gap: 0.194 Eh
E_LUMO: -2.512 eV
highest occupied orbital energy: -7.8 eV
multiplicity: 1

Record 3
# C3HAuLiO4

C3HAuLiO4 as an isolated structure (the ωB97M-V functional and the def2-TZVPD basis, the Open Molecules 2025 dataset).

Last column: natural (NBO) charge in e.
CARTESIAN COORDINATES (ANGSTROEM)
O 1.986600 0.915375 -0.017868  -0.42
C 1.685937 -0.237637 -0.449881  1.03
O 0.419783 -0.677372 -0.175167  -0.28
O 2.578861 -1.052365 -0.081035  -0.30
Au 0.447289 2.111698 0.165810  1.65
C -0.486719 0.276530 0.043696  0.04
C -1.794775 -0.100237 0.078853  0.85
O -2.928722 -0.231425 0.072164  -0.18
Li -5.085683 -0.805685 -0.081989  1.00
H 3.177430 -0.198879 0.445415  0.62

Force components x, y, z for each atom (eV/Å):
O 0.709 1.481 -2.032
C 0.534 -3.119 5.457
O -0.658 0.593 -2.024
O 2.103 2.249 -0.388
Au -1.942 4.043 0.617
C 1.225 -1.090 -0.446
C -3.915 -0.098 -0.032
O 2.915 0.132 0.160
Li -1.462 -0.393 -0.053
H 0.492 -3.798 -1.258

max |F|: 6.31 eV/A
relative energy (zero: lowest compared OMol25 entry of this formula, charge and spin): 1.903 eV
electronic energy: -15149.3056 eV
charge: +4
frontier orbital gap (alpha / beta): 0.349 / 0.227 Eh
E_LUMO (alpha / beta): -20.295 / -25.077 eV
highest occupied orbital energy (alpha / beta): -29.8 / -31.2 eV
multiplicity: 4

Record 4
# C3HBeO3

C3HBeO3 as an isolated structure (the ωB97M-V functional and the def2-TZVPD basis, the Open Molecules 2025 dataset).

Last column: natural (NBO) charge in e.
CARTESIAN COORDINATES (ANGSTROEM)
O 0.690563 0.774984 0.248606  -0.46
C 1.295434 -0.478447 0.359341  -0.19
H 2.377495 -0.473748 0.454599  0.22
C 0.598530 -1.522393 -0.107199  0.40
O -0.501587 -1.432212 -0.725890  -0.45
C -0.521838 0.640554 -0.321890  0.60
O -1.431737 1.224346 0.303094  -1.07
Be -2.506861 1.266916 -0.210661  0.95

Force components x, y, z for each atom (eV/Å):
O -1.941 -0.580 -0.576
C 2.157 -0.937 0.282
H -0.491 0.152 0.541
C -2.604 0.783 -2.831
O 2.417 -0.288 2.565
C 3.151 -1.042 -1.153
O 12.060 1.104 7.820
Be -14.749 0.808 -6.648

max |F|: 16.20 eV/A
relative energy (zero: lowest compared OMol25 entry of this formula, charge and spin): 2.431 eV
electronic energy: -9662.5392 eV
frontier orbital gap (alpha / beta): 0.241 / 0.271 Eh
E_LUMO (alpha / beta): -1.323 / -1.108 eV
highest occupied orbital energy (alpha / beta): -7.9 / -8.5 eV
multiplicity: 2

Record 5
# C3HCaLiO4

C3HCaLiO4 as an isolated structure (the ωB97M-V functional and the def2-TZVPD basis, the Open Molecules 2025 dataset).

Last column: natural (NBO) charge in e.
CARTESIAN COORDINATES (ANGSTROEM)
O -1.755490 -0.543487 0.672287  -0.89
C -0.805071 -0.197176 1.572143  0.96
O 0.290060 0.266049 1.011790  -0.42
O -1.331477 0.366451 2.519712  -0.50
Ca -1.245533 -0.895482 -1.367575  1.85
C 0.519301 -0.014641 -0.344233  -0.61
C 1.666717 0.236670 -0.893176  0.67
O 2.655561 0.392107 -1.525750  -0.65
Li 3.848082 1.497266 -2.492076  0.99
H -2.569572 -0.085821 1.247038  0.60

Force components x, y, z for each atom (eV/Å):
O -3.834 -0.587 0.379
C -2.243 6.192 1.540
O 1.742 -1.128 0.349
O 2.145 -2.013 0.707
Ca -1.072 -0.906 -1.881
C 1.373 0.285 0.169
C -0.251 -0.167 0.559
O -0.073 0.253 -0.234
Li 0.140 -0.056 0.087
H 2.074 -1.872 -1.674

max |F|: 6.76 eV/A
relative energy (zero: lowest compared OMol25 entry of this formula, charge and spin): 0.000 eV
electronic energy: -29942.9302 eV
charge: +2
frontier orbital gap: 0.300 Eh
E_LUMO: -8.375 eV
highest occupied orbital energy: -16.5 eV
multiplicity: 1

Record 6
# C3HCdLiO4

C3HCdLiO4 as an isolated structure (the ωB97M-V functional and the def2-TZVPD basis, the Open Molecules 2025 dataset).

Last column: natural (NBO) charge in e.
CARTESIAN COORDINATES (ANGSTROEM)
O -0.601524 -1.345457 -1.488052  -0.87
C -0.906919 -1.567293 -0.183555  0.96
O -0.509471 -0.597575 0.610214  -0.43
O -1.989168 -2.103260 -0.059872  -0.48
Cd 0.788927 0.124521 -1.929620  1.64
C 0.433843 0.324979 0.132632  -0.51
C 0.991264 1.182234 0.929805  0.69
O 1.590732 2.006194 1.533080  -0.60
Li 1.700312 3.704657 2.358028  0.99
H -1.497995 -1.729000 -1.902660  0.60

Force components x, y, z for each atom (eV/Å):
O -1.824 -2.512 -3.026
C -6.130 1.354 -0.150
O 1.740 0.212 1.027
O 2.381 -0.853 1.365
Cd 1.165 1.117 -0.742
C 0.084 -0.073 0.776
C 0.621 0.490 0.351
O -0.636 -0.500 -0.423
Li 0.093 0.120 0.207
H 2.507 0.645 0.615

max |F|: 6.28 eV/A
relative energy (zero: lowest compared OMol25 entry of this formula, charge and spin): 0.000 eV
electronic energy: -16065.8118 eV
charge: +2
frontier orbital gap: 0.249 Eh
E_LUMO: -10.615 eV
highest occupied orbital energy: -17.4 eV
multiplicity: 1

Record 7
# C3HCdO

C3HCdO as an isolated structure (the ωB97M-V functional and the def2-TZVPD basis, the Open Molecules 2025 dataset).

Last column: natural (NBO) charge in e.
CARTESIAN COORDINATES (ANGSTROEM)
O 1.480848 0.181903 0.024314  -0.80
C 0.340395 0.499655 -0.192048  0.71
C -0.914651 0.403346 0.351243  -0.23
C -1.759479 -0.427356 -0.005723  0.24
H -2.512076 -1.184511 -0.174930  0.30
Cd 3.364961 0.526965 -0.002855  1.77

Force components x, y, z for each atom (eV/Å):
O -1.961 -0.910 0.796
C -1.732 0.837 0.554
C 1.273 -0.938 -1.533
C -0.447 0.245 0.613
H 0.000 0.162 -0.082
Cd 2.867 0.604 -0.348

max |F|: 2.95 eV/A
relative energy (zero: lowest compared OMol25 entry of this formula, charge and spin): 0.000 eV
electronic energy: -9712.1198 eV
charge: +2
frontier orbital gap (alpha / beta): 0.158 / 0.267 Eh
E_LUMO (alpha / beta): -13.462 / -13.344 eV
highest occupied orbital energy (alpha / beta): -17.8 / -20.6 eV
multiplicity: 2

Record 8
# C3HCl2NO

A 2-piece molecular cluster, C3HCl2NO overall (the ωB97M-V functional and the def2-TZVPD basis, the Open Molecules 2025 dataset).

Last column: natural (NBO) charge in e.
CARTESIAN COORDINATES (ANGSTROEM)
O -2.552816 -1.100752 -2.034779  -0.37
N -2.812862 -0.422212 -1.111586  0.20
C -3.372974 0.060886 -0.208082  0.04
Cl -3.494003 1.337805 0.831909  0.13
C 0.472250 -0.796904 1.154364  -0.27
C -0.146693 -1.701426 0.638552  -0.10
Cl -1.190308 -2.752480 -0.099746  0.14
H 1.239124 -0.504945 1.759877  0.23

Force components x, y, z for each atom (eV/Å):
O 0.910 -0.766 -1.695
N -1.533 0.403 0.889
C 0.470 0.709 0.448
Cl -0.042 -0.074 0.099
C -1.348 -2.162 -1.187
C -0.561 0.488 -0.144
Cl 0.664 0.100 0.463
H 1.440 1.302 1.126

max |F|: 2.81 eV/A
relative energy (zero: lowest compared OMol25 entry of this formula, charge and spin): 5.159 eV
electronic energy: -31703.2465 eV
frontier orbital gap: 0.358 Eh
E_LUMO: -0.014 eV
highest occupied orbital energy: -9.8 eV
multiplicity: 1
structure (SMILES): [O-][N+]#CCl.C#CCl

Record 9
# C3HCl2NO

A single C3HCl2NO molecule (the ωB97M-V functional and the def2-TZVPD basis, the Open Molecules 2025 dataset).

Last column: natural (NBO) charge in e.
CARTESIAN COORDINATES (ANGSTROEM)
Cl 2.752669 -0.341580 -0.018550  0.05
C 1.062614 0.014185 -0.002221  0.12
C -0.041165 -0.881436 0.065223  -0.38
C -1.064815 -0.040089 -0.055137  0.25
Cl -2.707970 -0.337451 -0.015921  0.10
O -0.667637 1.244759 0.039079  -0.27
N 0.706628 1.279951 0.008021  -0.12
H -0.104971 -1.930166 0.170036  0.26

Force components x, y, z for each atom (eV/Å):
Cl -0.578 -0.093 0.008
C 0.625 0.748 0.525
C 0.939 0.231 -0.704
C -0.250 1.107 1.305
Cl -0.736 -0.006 -0.109
O -0.583 -0.222 -0.878
N 0.336 -1.032 0.003
H 0.247 -0.733 -0.151

max |F|: 1.73 eV/A
relative energy (zero: lowest compared OMol25 entry of this formula, charge and spin): 0.617 eV
electronic energy: -31707.7885 eV
frontier orbital gap: 0.397 Eh
E_LUMO: 0.666 eV
highest occupied orbital energy: -10.1 eV
multiplicity: 1
structure (SMILES): Clc1cc(Cl)on1

Record 10
# C3HCl2NO2

A single C3HCl2NO2 molecule (the ωB97M-V functional and the def2-TZVPD basis, the Open Molecules 2025 dataset).

Last column: natural (NBO) charge in e.
CARTESIAN COORDINATES (ANGSTROEM)
O 1.223232 1.656500 -0.003350  -0.63
C 0.487371 0.543835 0.003422  0.51
O -0.868385 0.663828 0.003669  -0.43
C -1.290461 -0.625855 -0.003192  0.42
Cl -2.977056 -0.866638 -0.001522  0.07
N -0.369216 -1.505724 0.003885  -0.43
C 0.793339 -0.782800 -0.002275  -0.06
Cl 2.346104 -1.482392 -0.000751  0.06
H 0.655070 2.399243 0.000116  0.50

Force components x, y, z for each atom (eV/Å):
O 0.882 -1.477 0.010
C 0.334 -0.543 -0.047
O 0.102 -0.105 -0.042
C -0.597 -0.109 0.089
Cl 0.284 0.046 -0.001
N -0.439 -0.352 -0.083
C 0.398 1.183 0.072
Cl -0.010 -0.041 -0.004
H -0.954 1.398 0.006

max |F|: 1.72 eV/A
relative energy (zero: lowest compared OMol25 entry of this formula, charge and spin): 0.035 eV
electronic energy: -33756.2693 eV
frontier orbital gap: 0.336 Eh
E_LUMO: 0.386 eV
highest occupied orbital energy: -8.8 eV
multiplicity: 1
structure (SMILES): Oc1oc(Cl)nc1Cl